(1)
The following is a quantum chemistry calculation of a 10-piece molecular cluster, C40H110N10O10 overall, from OMol25.

ORCA input file:
```
! wB97M-V def2-TZVPD RIJCOSX def2/J DEFGRID3
* xyz 1 2
C 2.4652 -3.2257 1.9957
C 3.5689 -2.2231 1.6755
C 4.8944 -2.4406 2.4622
O 4.7146 -2.6178 3.8410
C 4.1290 -1.5853 4.6482
N 3.8083 -2.1495 0.1735
H 1.4696 -2.9132 1.6809
H 2.3357 -3.2052 3.0778
H 2.5127 -4.2491 1.6233
H 3.1242 -1.3089 2.0687
H 5.5384 -1.5950 2.2207
H 5.3089 -3.3680 2.0668
H 3.8461 -0.7438 4.0157
H 4.9674 -1.3408 5.3005
H 3.3080 -2.0181 5.2197
H 4.5362 -1.4712 0.0004
H 4.1865 -3.0133 -0.1885
C -0.0989 -0.8121 -6.8668
C -0.9977 -0.7494 -5.5914
C -2.2651 -0.0428 -5.5874
O -1.9547 1.2184 -5.7295
C -3.0769 1.9975 -6.0763
N -1.1046 -2.0715 -5.1150
H -0.6415 -1.3367 -7.6533
H 0.9102 -1.1799 -6.6805
H 0.0793 0.1824 -7.2757
H -0.4517 -0.2692 -4.7793
H -2.7957 -0.0758 -4.6358
H -2.8982 -0.3308 -6.4266
H -3.9921 1.7403 -5.5430
H -3.3072 1.8741 -7.1345
H -2.8944 3.0187 -5.7415
H -1.4619 -2.6578 -5.8557
H -0.1641 -2.4398 -5.1175
C 0.1459 -6.7388 -7.1921
C 0.6343 -5.4166 -7.6861
C 1.6768 -4.8897 -6.6597
O 1.0090 -4.1030 -5.7556
C 1.6219 -3.5562 -4.6433
N 1.3485 -5.5940 -8.9401
H 0.9192 -7.4275 -6.8517
H -0.6136 -7.2622 -7.7727
H -0.4399 -6.4841 -6.3089
H -0.1639 -4.7094 -7.9111
H 2.4043 -4.3984 -7.3060
H 2.2314 -5.6907 -6.1710
H 0.9278 -3.3242 -3.8356
H 2.1976 -2.6810 -4.9443
H 2.2243 -4.3711 -4.2418
H 0.7227 -5.9806 -9.6323
H 2.0444 -6.2582 -8.6322
C 2.3664 4.0447 0.5916
C 1.9706 4.2840 2.1014
C 2.7402 3.5104 3.1571
O 2.8761 2.1896 2.7080
C 1.9288 1.2332 3.2734
N 2.1402 5.7123 2.1761
H 3.4549 4.1001 0.5994
H 1.9972 4.8859 0.0051
H 2.0099 3.0938 0.1954
H 0.9337 3.9500 2.0631
H 2.2440 3.5821 4.1250
H 3.7282 3.9608 3.2525
H 0.9206 1.4404 2.9148
H 1.9857 1.2904 4.3604
H 2.0343 0.2084 2.9174
H 1.6556 5.9727 1.3291
H 3.1237 5.7873 1.9588
C -7.1000 0.9105 2.0115
C -7.1021 0.8900 3.5126
C -5.6246 0.8528 4.0079
O -5.6345 0.5240 5.3969
C -4.3114 0.1926 5.8463
N -7.9429 2.0122 3.9791
H -6.8007 1.9040 1.6777
H -8.1007 0.6746 1.6494
H -6.5610 0.1118 1.5019
H -7.7802 0.0789 3.7779
H -5.0382 1.7573 3.8467
H -5.0682 0.1422 3.3967
H -3.6350 1.0473 5.8550
H -4.0021 -0.7141 5.3263
H -4.3691 -0.0774 6.9008
H -8.8846 1.6607 4.0777
H -7.5677 2.2444 4.8876
C 8.1258 -2.1639 -0.5605
C 8.1095 -0.7468 -1.1057
C 6.9730 0.0623 -0.5590
O 5.6733 -0.2001 -0.9927
C 4.7042 0.6287 -0.4285
N 9.5668 -0.2878 -0.9478
H 8.0188 -2.2486 0.5209
H 8.8984 -2.9052 -0.7650
H 7.2065 -2.5473 -1.0032
H 8.0153 -0.8806 -2.1834
H 7.0926 1.1075 -0.8442
H 7.0618 0.1346 0.5250
H 4.8679 1.6350 -0.8138
H 4.5959 0.4634 0.6435
H 3.6951 0.4291 -0.7890
H 9.8050 -0.3309 0.0327
H 9.7090 0.6404 -1.3197
C -8.2986 -4.0322 6.0892
C -6.9575 -3.2426 5.8922
C -6.0943 -3.5546 4.5789
O -5.6243 -2.4445 3.8200
C -5.0818 -2.7591 2.6086
N -7.4729 -1.9369 5.7333
H -8.5059 -4.0209 7.1593
H -8.3220 -5.1027 5.8853
H -9.2205 -3.6608 5.6417
H -6.1915 -3.3532 6.6597
H -6.7160 -4.0753 3.8505
H -5.2781 -4.2398 4.8080
H -5.0205 -1.7483 2.2055
H -5.7578 -3.3700 2.0104
H -4.1434 -3.3104 2.6682
H -6.8085 -1.2699 5.3677
H -8.1528 -1.9825 4.9878
C 0.0434 -1.5863 -1.8330
C -0.1859 -0.3853 -0.9108
C -0.7745 -0.7270 0.4626
O -0.8031 0.5102 1.2372
C -1.5708 0.3899 2.4346
N 1.0985 0.1951 -0.7640
H -0.8261 -2.0988 -2.2447
H 0.7223 -2.3244 -1.4060
H 0.5995 -1.2414 -2.7047
H -0.6195 0.4588 -1.4470
H -0.0387 -1.2598 1.0650
H -1.7033 -1.2950 0.4103
H -1.6530 1.2879 3.0468
H -0.9938 -0.3437 2.9977
H -2.5168 -0.1515 2.4451
H 1.7482 -0.5480 -0.5498
H 0.8911 0.6779 0.0985
C 1.2578 3.1449 -5.4945
C 1.5469 2.1428 -4.4276
C 2.8968 2.4135 -3.8426
O 3.7677 2.3490 -4.9676
C 5.0409 2.8895 -4.7089
N 0.4932 1.9821 -3.4254
H 1.9112 3.1877 -6.3658
H 1.3171 4.1920 -5.1974
H 0.2538 2.9992 -5.8931
H 1.6254 1.1567 -4.8853
H 3.0761 1.5794 -3.1642
H 2.9178 3.4265 -3.4408
H 5.4695 2.5831 -3.7546
H 5.2027 3.9599 -4.8363
H 5.5869 2.3866 -5.5070
H 0.8710 1.4120 -2.6822
H -0.2767 1.4536 -3.8101
C -2.2828 4.4233 2.9137
C -1.7508 5.4801 3.8801
C -1.1217 4.8822 5.1003
O -1.9596 3.9486 5.7057
C -3.2813 4.3486 6.0771
N -0.7460 6.3174 3.2322
H -1.4966 3.6880 2.7422
H -2.6785 4.7500 1.9521
H -3.0601 3.7728 3.3145
H -2.5779 6.1076 4.2119
H -0.8138 5.6450 5.8154
H -0.1679 4.4160 4.8530
H -3.8833 3.5655 6.5381
H -3.8878 4.6120 5.2106
H -3.3879 5.1975 6.7525
H 0.1673 5.8911 3.1674
H -0.9956 6.2813 2.2542
*
```

The value obtained for the HOMO-LUMO gap (spin up / spin down) is 8.08 / 2.30 eV. The expectation value of S² is 0.754.

---

(2)
The following is a quantum chemistry calculation of a 12-piece molecular cluster, C40H111N7O18 overall, from OMol25.

ORCA input file:
```
! wB97M-V def2-TZVPD RIJCOSX def2/J DEFGRID3
* xyz 0 1
C -3.9248 7.6081 4.5846
C -2.9481 8.2395 3.5034
C -3.3841 9.6229 2.9540
O -4.6031 9.5025 2.3156
C -5.3015 10.5794 1.8670
N -1.6990 8.4878 4.1726
H -3.5831 6.5785 4.6906
H -4.9244 7.7482 4.1733
H -3.8754 8.1453 5.5317
H -2.8181 7.5549 2.6652
H -2.8599 10.0141 2.0820
H -3.3979 10.2866 3.8185
H -6.2696 10.1927 1.5485
H -4.8281 11.1760 1.0873
H -5.4472 11.2866 2.6835
H -1.1212 9.2063 3.7602
H -2.0325 8.9983 4.9778
C -6.5957 -4.6167 -1.0246
C -6.5966 -5.9696 -1.8432
C -7.9027 -6.4842 -2.2184
O -8.7995 -6.7384 -1.1095
C -10.1285 -6.9452 -1.3976
N -5.7175 -5.8052 -2.9200
H -7.1920 -3.8843 -1.5687
H -5.6819 -4.0795 -0.7705
H -7.0779 -4.8160 -0.0676
H -6.0599 -6.6974 -1.2347
H -7.7077 -7.4712 -2.6376
H -8.3382 -5.9860 -3.0845
H -10.6526 -7.3004 -0.5103
H -10.2915 -7.7136 -2.1533
H -10.7620 -6.0906 -1.6354
H -4.8005 -5.4431 -2.7008
H -5.5603 -6.7776 -3.1432
C -1.6547 -6.5413 9.1450
C -2.5116 -7.3604 8.2791
C -1.9717 -7.6575 6.8050
O -2.8121 -8.4666 6.0497
C -3.8661 -7.6834 5.5320
N -2.8502 -8.5603 8.9992
H -0.7221 -7.0593 9.3688
H -2.1259 -6.3413 10.1074
H -1.5542 -5.5977 8.6088
H -3.4888 -6.9264 8.0673
H -1.0651 -8.2623 6.7839
H -1.6740 -6.7536 6.2734
H -4.6225 -8.3974 5.2063
H -3.5590 -7.0007 4.7396
H -4.3262 -7.0505 6.2908
H -3.3647 -9.1717 8.3814
H -3.5225 -8.2514 9.6867
C 9.7561 0.7788 -2.9537
C 9.1225 -0.3832 -2.1701
C 7.6511 -0.1453 -1.7055
O 7.6764 0.5490 -0.4489
C 6.5913 1.3091 -0.0625
N 9.3469 -1.6156 -2.8746
H 10.8143 0.5212 -2.9996
H 9.8129 1.6981 -2.3709
H 9.3590 0.9340 -3.9569
H 9.6427 -0.4499 -1.2146
H 7.1317 -1.1035 -1.6944
H 7.0577 0.3362 -2.4828
H 5.6512 0.7841 -0.2317
H 6.6333 2.3144 -0.4818
H 6.6546 1.3437 1.0251
H 8.3962 -1.7946 -3.1650
H 9.4638 -2.3049 -2.1456
C 3.3792 9.5433 -0.9341
C 4.6622 9.3585 -0.0013
C 5.9116 9.8058 -0.6896
O 6.9669 9.7311 0.2432
C 8.2454 9.9655 -0.3135
N 4.4973 10.0487 1.2506
H 2.4274 9.2395 -0.4983
H 3.3571 8.9043 -1.8169
H 3.2338 10.6145 -1.0736
H 4.7913 8.3087 0.2618
H 5.9235 10.7958 -1.1454
H 6.1041 9.0675 -1.4681
H 8.3619 10.9903 -0.6662
H 8.5077 9.1218 -0.9517
H 8.8895 9.9440 0.5657
H 4.8140 10.9372 0.8896
H 5.2012 9.5358 1.7620
C -10.3982 0.0580 -7.6762
C -8.9946 -0.3140 -7.1786
C -7.8643 0.7446 -7.4386
O -6.6029 0.4514 -6.8354
C -6.5492 1.1548 -5.6185
N -8.9495 -0.5747 -5.7952
H -11.0814 -0.7006 -7.2942
H -10.5145 -0.1854 -8.7323
H -10.6233 1.0933 -7.4202
H -8.8020 -1.3210 -7.5487
H -8.2674 1.7413 -7.2591
H -7.6732 0.6864 -8.5102
H -6.6164 2.2240 -5.8198
H -5.5468 1.2600 -5.2034
H -7.2420 0.9424 -4.8043
H -9.5467 -1.2346 -5.3177
H -8.0470 -0.9674 -5.5684
C -6.9372 0.3031 7.7128
C -7.5822 1.5472 7.1930
O -7.5249 2.6256 8.1357
O -5.5920 0.5430 8.0897
H -6.8722 -0.3946 6.8779
H -7.3823 -0.1847 8.5800
H -8.6551 1.3621 7.2442
H -7.2240 1.6876 6.1731
H -8.1603 3.2951 7.8719
H -5.5048 1.4721 8.3149
C -0.6694 0.1001 2.7298
C -1.3071 0.8407 1.5198
O -0.6956 2.1274 1.2187
O -0.9558 -1.2203 2.6371
H -1.0964 0.4456 3.6713
H 0.4156 0.1067 2.8346
H -2.3235 1.1051 1.8116
H -1.4068 0.1577 0.6761
H -1.2405 2.9178 1.2137
H -0.1381 -1.5238 3.0381
C 3.2412 3.8258 7.5607
C 4.5082 3.4021 8.2557
O 5.2636 4.6409 8.5258
O 3.4694 4.6414 6.4203
H 2.5226 4.3388 8.1998
H 2.7653 2.8701 7.3409
H 5.2398 2.8754 7.6429
H 4.2907 2.6859 9.0481
H 5.7934 4.7037 7.7277
H 2.7236 5.2228 6.2550
C 0.6300 0.2068 -7.8792
C 0.8237 -0.3189 -6.5242
O -0.3608 -0.8347 -5.9822
O 0.0133 1.4873 -7.8841
H -0.1266 -0.4010 -8.3753
H 1.5587 0.1168 -8.4426
H 1.1533 0.4140 -5.7877
H 1.7221 -0.9359 -6.5051
H -0.8760 -1.1838 -6.7131
H -0.8146 1.2900 -7.4400
C 6.7465 -3.3345 4.6319
C 5.4613 -3.6091 5.3778
O 4.3087 -4.0212 4.6877
O 7.0206 -4.4650 3.8435
H 7.6138 -3.2210 5.2824
H 6.7951 -2.3989 4.0747
H 5.1526 -2.7291 5.9420
H 5.5370 -4.4256 6.0959
H 4.6736 -4.3754 3.8734
H 7.8914 -4.3586 3.4538
C 4.9441 -3.1563 -10.0147
O 4.9016 -3.4621 -8.6308
C 6.1530 -3.7239 -8.0377
C 6.1766 -5.1087 -7.4400
N 5.5180 -5.0707 -6.1360
C 5.5416 -6.4047 -5.6053
C 4.8034 -6.6908 -4.3199
O 3.4928 -6.1434 -4.3673
C 3.3571 -5.0438 -3.5557
H 5.1361 -2.0839 -9.9804
H 3.9767 -3.2652 -10.5050
H 5.8199 -3.5443 -10.5349
H 6.1885 -3.0341 -7.1945
H 7.0334 -3.5628 -8.6598
H 7.1506 -5.5980 -7.4479
H 5.6054 -5.7349 -8.1254
H 4.6145 -4.6219 -6.0877
H 6.5988 -6.6692 -5.5893
H 5.0805 -7.0031 -6.3911
H 5.2856 -6.4514 -3.3721
H 4.7602 -7.7732 -4.4413
H 2.3226 -4.7109 -3.4716
H 3.9307 -4.2122 -3.9651
H 3.5778 -5.4218 -2.5575
*
```

The value obtained for the HOMO-LUMO gap is 8.76 eV. As for the SMILES: COC[C@H](C)N.COC[C@H](C)N.COC[C@H](C)N.COC[C@H](C)N.COC[C@H](C)N.COC[C@H](C)N.COCCNCCOC.OCCO.OCCO.OCCO.OCCO.OCCO.

---

Short version: total energy = -78619.4872; -90549.1917 eV, in the order given.
Short version: energy above the lowest of the compared OMol25 structures with the same formula, charge and spin = 497.9; 783.4 kJ/mol, in the order given.